## i
Below is a 2-piece molecular cluster, CH7N2S overall, with properties calculated with wB97M-V/def2-TZVPD.

Geometry (Å):
S: 0.102 -2.127 0.400
H: -0.671 -2.434 1.452
N: 1.192 1.272 -0.575
C: -0.128 1.865 -0.596
N: -1.194 1.205 0.087
H: 1.784 1.574 0.185
H: 1.178 0.258 -0.519
H: -0.063 2.899 -0.225
H: -0.420 2.055 -1.635
H: -1.312 0.213 -0.138
H: -1.024 1.091 1.065

The value obtained for the HOMO energy is -2.855 eV. As for the gap between HOMO and LUMO: 0.2618 hartree. For the lowest unoccupied orbital energy, the calculation gives 4.3 eV. The net charge is -1.

## ii
Below is a 2-piece molecular cluster, CH7N2S overall, with properties calculated with wB97M-V/def2-TZVPD.

Geometry (Å):
S: 0.545 3.008 -0.855
H: -0.150 3.303 -1.996
N: -0.525 -0.124 -0.495
C: 0.422 -0.578 0.501
N: -0.076 -1.720 1.337
H: -0.811 0.843 -0.348
H: -0.226 -0.136 -1.458
H: 1.268 -1.017 -0.048
H: 0.759 0.232 1.153
H: -1.003 -1.445 1.651
H: -0.201 -2.366 0.560

The value obtained for the HOMO energy is -2.721 eV. As for the gap between HOMO and LUMO: 0.2604 hartree. For the lowest unoccupied orbital energy, the calculation gives 4.4 eV. The net charge is -1.

Out of the structures above, which one is the most stable? Solution: i.